[1]
# C7H8N2O

The molecule C7H8N2O in a non-equilibrium geometry (ωB97M-V/def2-TZVPD, the OMol25 dataset).

ORCA input file:
```
! wB97M-V def2-TZVPD RIJCOSX def2/J DEFGRID3
* xyz 0 1
C -1.054 -1.013 0.792
C 0.594 2.048 0.403
C -1.905 -0.078 -0.010
C -3.192 -0.468 -0.175
C 1.675 1.254 0.754
C 1.403 -0.309 0.483
C 1.260 -0.836 -0.897
N -0.404 1.712 -0.210
N -1.459 1.143 -0.534
O 0.132 -1.039 1.062
H -3.741 0.179 -0.856
H -3.622 -1.450 0.010
H 2.453 1.510 0.093
H 2.228 1.431 1.769
H 2.101 -0.871 1.068
H 0.278 -0.761 -1.359
H 1.303 -1.907 -0.744
H 1.950 -0.544 -1.648
*
```

## Properties
**ΔE to the lowest compared entry with this formula, charge and spin**: 203.5 kcal per mole
**HOMO-LUMO gap**: 7.0 eV

=====

[2]
# C30H46BrCrN3P2

A structure of composition C30H46BrCrN3P2 in a non-equilibrium geometry (ωB97M-V/def2-TZVPD, the OMol25 dataset).

ORCA input file:
```
! wB97M-V def2-TZVPD RIJCOSX def2/J DEFGRID3
* xyz 2 5
N 0.048 -2.834 6.403
C -0.651 -1.718 6.531
C -0.609 -0.689 5.582
C 0.013 -0.931 4.324
C 0.902 -2.055 4.306
C 0.846 -2.993 5.346
C -0.118 -0.104 3.120
Cr -0.040 0.395 0.212
P -0.843 0.082 -2.477
C -0.283 -0.661 1.824
C -1.185 -1.822 1.583
C -0.755 -2.852 0.732
C -1.659 -3.767 0.220
C -3.026 -3.603 0.514
C -3.417 -2.708 1.548
C -2.465 -1.858 2.135
Br -4.231 -4.734 -0.373
H 0.050 0.968 3.212
H 0.732 -0.889 1.319
H -1.102 0.250 5.810
H 1.624 -2.194 3.492
H -1.283 -1.638 7.413
H 1.444 -3.908 5.299
H 0.290 -2.902 0.423
H -2.672 -1.184 2.979
H -1.298 -4.593 -0.393
H -4.388 -2.735 2.020
P 2.308 0.596 0.063
C -2.636 0.101 -3.007
C -3.086 -0.581 -4.301
H -2.966 1.148 -3.033
H -3.165 -0.385 -2.175
H -4.136 -0.352 -4.524
H -2.508 -0.308 -5.186
H -3.004 -1.663 -4.223
C -0.380 -1.572 -3.258
C -0.037 -1.603 -4.736
H -1.237 -2.230 -3.063
H 0.457 -1.994 -2.691
H 0.400 -2.576 -4.984
H -0.913 -1.491 -5.382
H 0.682 -0.829 -5.018
C -0.160 1.324 -3.721
C -0.757 1.581 -5.107
H 0.892 1.036 -3.829
H -0.179 2.285 -3.193
H -0.046 2.191 -5.677
H -0.942 0.694 -5.724
H -1.680 2.168 -5.045
C 2.922 2.180 -0.591
C 4.419 2.371 -0.856
H 2.556 2.926 0.124
H 2.382 2.361 -1.527
H 4.947 2.780 0.016
H 4.905 1.432 -1.146
H 4.552 3.080 -1.688
C 2.640 -0.667 -1.205
C 2.982 -2.050 -0.683
H 3.431 -0.279 -1.852
H 1.734 -0.725 -1.825
H 3.840 -2.028 -0.007
H 2.168 -2.527 -0.127
H 3.222 -2.708 -1.525
C 3.418 0.373 1.486
C 3.287 1.449 2.562
H 4.424 0.416 1.037
H 3.251 -0.629 1.909
H 3.458 1.025 3.558
H 4.021 2.244 2.393
H 2.306 1.933 2.595
N 0.268 3.393 -0.022
C -0.896 3.199 0.691
C -1.678 4.238 1.210
C -3.023 3.985 1.511
C -3.437 2.641 1.498
C -2.511 1.633 1.243
N -1.265 1.903 0.769
H 0.336 2.937 -0.940
H 0.651 4.320 0.041
H -1.213 5.221 1.264
H -3.720 4.793 1.750
H -4.476 2.358 1.703
H -2.734 0.561 1.343
*
```

## Properties
**ΔE to the lowest compared entry with this formula, charge and spin**: 0.0 kcal per mole
**⟨S²⟩**: 6.25
**HOMO-LUMO gap (alpha / beta)**: 6.7 / 6.8 eV

=====

[3]
# C31H33FeN2S

A structure of composition C31H33FeN2S in a non-equilibrium geometry (ωB97M-V/def2-TZVPD, the OMol25 dataset).

ORCA input file:
```
! wB97M-V def2-TZVPD RIJCOSX def2/J DEFGRID3
* xyz -1 5
C -0.090 -3.872 2.781
C 1.169 -4.193 2.153
C 1.977 -2.990 2.111
C 1.206 -1.912 2.720
C -0.079 -2.466 3.133
Fe 0.241 -2.681 1.195
C -1.530 -2.819 0.333
C -0.544 -3.719 -0.249
C 0.566 -2.879 -0.717
C 0.250 -1.473 -0.477
C 1.128 -0.198 -0.760
C 2.542 -0.811 -1.004
C 3.486 -0.674 0.011
C 4.836 -0.923 -0.230
C 5.186 -1.566 -1.429
C 4.206 -1.932 -2.365
C 2.872 -1.553 -2.149
C -1.004 -1.469 0.234
H -0.856 -4.591 3.050
H 1.490 -5.192 1.882
H 3.014 -2.950 1.798
H 1.549 -0.902 2.933
H -0.855 -1.958 3.698
H -2.498 -3.110 0.746
H -0.607 -4.813 -0.297
H 1.462 -3.262 -1.190
H 1.071 0.366 0.209
H 3.141 -0.240 0.962
H 5.570 -0.677 0.567
H 6.240 -1.841 -1.569
H 4.453 -2.560 -3.237
H 2.089 -1.821 -2.868
H -1.462 -0.548 0.564
C 3.408 4.089 -1.761
C 2.960 2.628 -1.532
C 3.787 1.793 -2.511
C 3.123 2.417 -0.044
C 1.459 2.333 -1.847
C 1.150 3.074 -3.116
C -0.311 3.164 -3.402
N -0.865 1.826 -3.182
C -2.140 1.507 -3.655
C -2.421 0.153 -3.454
C -3.630 -0.388 -3.852
C -4.522 0.425 -4.560
C -4.196 1.770 -4.838
C -2.989 2.318 -4.392
S -1.025 -0.699 -2.848
C -0.184 0.776 -2.674
N 0.970 0.860 -1.951
H 2.796 4.825 -1.223
H 4.438 4.191 -1.392
H 3.455 4.368 -2.822
H 3.352 0.799 -2.640
H 3.812 2.292 -3.495
H 4.811 1.688 -2.147
H 2.798 1.427 0.253
H 4.169 2.559 0.258
H 2.481 3.131 0.504
H 0.847 2.776 -1.047
H 1.526 4.102 -3.072
H 1.679 2.608 -3.956
H -0.793 3.894 -2.737
H -0.469 3.452 -4.448
H -3.840 -1.436 -3.606
H -5.465 0.014 -4.915
H -4.883 2.392 -5.406
H -2.665 3.337 -4.629
*
```

## Properties
**ΔE to the lowest compared entry with this formula, charge and spin**: 16.5 kcal per mole
**⟨S²⟩**: 6.10
**HOMO-LUMO gap (alpha / beta)**: 3.5 / 5.5 eV

=====

[4]
# C6H15AgBrNO2

A structure of composition C6H15AgBrNO2 in a non-equilibrium geometry (ωB97M-V/def2-TZVPD, the OMol25 dataset).

ORCA input file:
```
! wB97M-V def2-TZVPD RIJCOSX def2/J DEFGRID3
* xyz 1 2
Ag 8.701 3.084 -0.510
Br 6.198 1.264 3.225
C -0.112 -3.486 -1.741
O 0.096 -3.436 -0.346
C 0.906 -2.376 0.032
C 0.353 -0.969 0.412
N -0.752 -0.484 -0.312
C -1.413 0.550 0.295
C -1.750 1.710 -0.681
O -1.100 2.961 -0.258
C -1.455 3.547 1.005
H -0.217 -2.526 -2.246
H -1.126 -3.883 -1.708
H 0.559 -4.184 -2.243
H 1.612 -2.043 -0.728
H 1.534 -2.641 0.882
H 1.228 -0.321 0.471
H 0.131 -1.110 1.470
H -1.450 -1.182 -0.526
H -0.830 0.980 1.109
H -2.387 0.173 0.610
H -2.827 1.818 -0.555
H -1.417 1.505 -1.699
H -2.213 2.908 1.458
H -1.723 4.603 0.976
H -0.546 3.539 1.607
*
```

## Properties
**ΔE to the lowest compared entry with this formula, charge and spin**: 5.1 kcal per mole
**⟨S²⟩**: 0.75
**HOMO-LUMO gap (alpha / beta)**: 2.2 / 2.2 eV